Entry 1:
Computed, not measured: a 2-piece molecular cluster, C6H10O overall, with ωB97M-V/def2-TZVPD.

The geometry in ORCA input format:
```
! wB97M-V def2-TZVPD RIJCOSX def2/J DEFGRID3
* xyz 0 1
H -1.951 -1.316 0.746
H 0.481 1.770 0.527
H 2.445 0.367 -1.379
C -2.056 -0.259 0.493
H -1.355 -0.751 -1.568
H 0.911 -2.164 1.363
C 1.626 0.465 -0.677
C 1.015 -1.146 1.017
H 1.148 -0.364 1.760
H -1.627 0.361 1.284
H 1.822 2.549 -0.480
C -1.460 0.083 -0.845
H -3.120 -0.017 0.414
H 0.916 -1.599 -1.033
C 1.084 -0.836 -0.273
C 1.303 1.649 -0.173
O -1.183 1.211 -1.177
*
```

For the orbital gap, the calculation gives 9.9074 eV. The SMILES is C=CC=C.CC=O. Its LUMO energy is 0.86 eV. Its highest occupied orbital energy is -0.33246 hartree. The strongest force on any atom comes out at 0.013 hartree/bohr.



Entry 2:
Computed, not measured: one molecule with the formula C6H10O in a non-equilibrium geometry, with ωB97M-V/def2-TZVPD.

The geometry in ORCA input format:
```
! wB97M-V def2-TZVPD RIJCOSX def2/J DEFGRID3
* xyz 0 1
H 0.077 -1.661 -0.777
C -0.885 1.273 -0.020
C 2.364 -0.784 0.090
C -2.360 1.045 -0.003
H 2.291 -1.379 0.937
H -0.579 2.284 -0.197
O 2.155 1.585 0.011
C -0.382 -1.132 0.085
H -2.566 0.057 0.514
H -0.066 -1.764 0.920
C 0.034 0.264 0.007
H -1.411 -1.189 0.076
H -2.898 2.021 0.213
H -2.899 0.863 -1.017
C 1.632 0.503 0.132
H 3.488 -0.578 -0.073
H 2.005 -1.407 -0.899
*
```

For the orbital gap, the calculation gives 9.7667 eV. The SMILES is C/C=C(\C)C(C)=O. Its LUMO energy is 0.60 eV. Its highest occupied orbital energy is -0.33694 hartree. The strongest force on any atom comes out at 0.093 hartree/bohr.



Entry 3:
Computed, not measured: C6H10O as an isolated structure, with ωB97M-V/def2-TZVPD.

The geometry in ORCA input format:
```
! wB97M-V def2-TZVPD RIJCOSX def2/J DEFGRID3
* xyz 0 1
H -1.518 -1.558 -1.602
H -1.273 -1.894 1.192
H 2.869 0.112 -0.916
H 0.974 2.496 -0.012
C -0.514 -1.496 0.523
H -0.103 0.525 1.675
O 0.265 -0.492 -1.414
H 0.364 2.842 0.237
C 2.143 0.323 -0.141
C -0.255 0.035 0.713
H -1.697 1.163 -0.718
H 0.371 -2.136 0.481
H 2.488 0.712 0.811
C -1.543 0.252 -0.132
C 0.849 0.075 -0.303
C -0.986 -0.978 -0.850
H -2.436 0.018 0.457
*
```

For the orbital gap, the calculation gives 9.6316 eV. Its LUMO energy is 1.04 eV. Its highest occupied orbital energy is -0.31579 hartree. The strongest force on any atom comes out at 0.007 hartree/bohr.



Entry 4:
Computed, not measured: one molecule with the formula C6H10O, with ωB97M-V/def2-TZVPD.

The geometry in ORCA input format:
```
! wB97M-V def2-TZVPD RIJCOSX def2/J DEFGRID3
* xyz 0 1
H 2.603 0.948 -0.396
H -0.666 -0.523 -1.628
C 0.310 -0.433 -1.166
C 1.718 1.510 -0.100
H 1.576 2.307 -0.836
C -0.739 1.064 0.553
H 1.379 -1.389 0.538
H 1.160 -0.582 -1.825
H -2.022 -2.135 -0.212
H -0.458 1.705 1.402
H -2.367 -0.402 -0.075
C 0.487 0.644 -0.089
C -1.970 -1.285 0.455
H -2.641 -1.430 1.302
H 1.913 1.981 0.868
C 0.456 -0.867 0.235
O -0.648 -1.238 1.029
*
```

For the orbital gap, the calculation gives 8.0498 eV. Its LUMO energy is 0.13 eV. Its highest occupied orbital energy is -0.29105 hartree. The strongest force on any atom comes out at 0.019 hartree/bohr.



Entry 5:
Computed, not measured: a 2-piece molecular cluster, C6H10O overall, with ωB97M-V/def2-TZVPD.

The geometry in ORCA input format:
```
! wB97M-V def2-TZVPD RIJCOSX def2/J DEFGRID3
* xyz 0 1
H -2.187 -0.484 0.149
C 1.523 1.055 0.172
H 2.468 1.589 0.284
C -0.438 -1.127 -0.850
O 0.858 -1.167 -0.721
H -1.711 -3.474 0.381
C 0.439 1.764 -0.150
H 2.641 -0.756 0.151
C -0.947 1.228 -0.396
C 1.608 -0.443 0.312
C -1.131 -0.204 0.132
H -1.703 1.895 0.041
H -1.495 -3.090 -0.222
H 0.563 2.835 -0.304
H -0.760 -0.265 1.161
H -1.150 1.241 -1.477
H 1.280 -0.825 1.287
*
```

For the orbital gap, the calculation gives 8.9899 eV. Its LUMO energy is 0.90 eV. Its highest occupied orbital energy is -0.29721 hartree. The strongest force on any atom comes out at 0.008 hartree/bohr.



Entry 6:
Computed, not measured: a 2-piece molecular cluster, C6H10O overall in a non-equilibrium geometry, with ωB97M-V/def2-TZVPD.

The geometry in ORCA input format:
```
! wB97M-V def2-TZVPD RIJCOSX def2/J DEFGRID3
* xyz 0 1
C 2.404 -0.663 -1.532
O 1.630 2.047 2.039
H 2.834 -1.389 -0.799
H -3.172 -1.115 1.846
H -1.799 -1.828 0.547
H 2.032 1.207 2.235
H 0.709 1.863 1.881
H -2.979 1.150 0.540
C 0.065 -0.352 -0.521
H 0.170 -1.229 0.257
C -1.112 0.511 -0.459
C -2.257 0.296 0.420
C -2.274 -0.947 1.072
H -1.006 1.415 -1.081
H 0.727 0.041 -2.424
H 2.930 -0.669 -2.464
C 1.097 -0.337 -1.556
*
```

For the orbital gap, the calculation gives 7.7767 eV. The SMILES is C=C/C=C/C=C.O. Its LUMO energy is -0.45 eV. Its highest occupied orbital energy is -0.30241 hartree. The strongest force on any atom comes out at 0.092 hartree/bohr.



Entry 7:
Computed, not measured: one molecule with the formula C6H10O in a non-equilibrium geometry, with ωB97M-V/def2-TZVPD.

The geometry in ORCA input format:
```
! wB97M-V def2-TZVPD RIJCOSX def2/J DEFGRID3
* xyz 0 1
C 2.261 0.044 0.243
H -1.887 0.342 -1.364
H -0.305 1.913 0.534
H 2.855 -0.851 0.065
C -0.067 1.222 -0.290
C -1.535 -0.439 0.715
H -2.001 -1.427 0.708
H -0.093 0.119 1.852
O -0.077 -0.668 1.332
H 2.691 0.812 0.887
C 0.986 0.104 -0.164
H 0.021 -1.841 -0.904
H 0.214 1.804 -1.172
C -1.099 0.117 -0.630
H -2.223 0.265 1.259
H 0.386 -0.553 -2.107
C 0.099 -0.760 -1.075
*
```

For the orbital gap, the calculation gives 8.6108 eV. The SMILES is C=C1CC(CO)C1. Its LUMO energy is 0.87 eV. Its highest occupied orbital energy is -0.28456 hartree. The strongest force on any atom comes out at 0.107 hartree/bohr.



Entry 8:
Computed, not measured: one molecule with the formula C6H10O, with ωB97M-V/def2-TZVPD.

The geometry in ORCA input format:
```
! wB97M-V def2-TZVPD RIJCOSX def2/J DEFGRID3
* xyz 0 1
C -1.280 0.819 0.037
H -2.187 -1.740 0.425
C 0.088 1.372 -0.384
H 0.246 1.247 -1.460
H 1.332 -0.994 -1.205
H 1.270 0.709 1.349
H 0.340 2.396 -0.100
C 0.783 0.280 0.466
H 2.510 0.230 -0.747
O -1.760 -0.168 -0.895
H -2.071 1.500 0.368
C -1.326 -1.241 -0.041
H -0.785 -0.395 1.973
C -0.612 -0.275 0.901
H -0.722 -1.991 -0.568
C 1.801 -0.505 -0.344
H 2.374 -1.245 0.223
*
```

For the orbital gap, the calculation gives 10.5326 eV. The SMILES is C[C@H]1C[C@H]2OC[C@@H]12. Its LUMO energy is 1.09 eV. Its highest occupied orbital energy is -0.34699 hartree. The strongest force on any atom comes out at 0.007 hartree/bohr.



Entry 9:
Computed, not measured: a 2-piece molecular cluster, C6H10O overall, with ωB97M-V/def2-TZVPD.

The geometry in ORCA input format:
```
! wB97M-V def2-TZVPD RIJCOSX def2/J DEFGRID3
* xyz 0 1
C -0.664 0.139 -0.879
C -2.130 -0.214 -0.857
H -0.330 0.765 -1.704
H -2.746 0.142 -1.678
C -1.596 0.783 0.122
H 0.005 -1.493 0.416
O 1.518 0.061 2.854
H 1.913 -0.390 -1.730
H 1.064 1.353 1.361
H 2.234 -1.761 -0.524
H 2.805 0.669 1.411
H -1.847 1.830 -0.021
C 1.553 -1.007 -0.909
H -2.402 -1.199 -0.487
H -1.502 0.481 1.162
C 0.327 -0.855 -0.409
C 1.797 0.697 1.869
*
```

For the orbital gap, the calculation gives 10.3072 eV. The SMILES is C=CC1CC1.C=O. Its LUMO energy is 1.00 eV. Its highest occupied orbital energy is -0.34215 hartree. The strongest force on any atom comes out at 0.010 hartree/bohr.



Entry 10:
Computed, not measured: one molecule with the formula C6H10O in a non-equilibrium geometry, with ωB97M-V/def2-TZVPD.

The geometry in ORCA input format:
```
! wB97M-V def2-TZVPD RIJCOSX def2/J DEFGRID3
* xyz 0 1
H 2.308 -0.494 1.129
C -0.075 1.097 0.700
C 0.792 -1.258 -0.449
H 0.867 0.678 -1.327
H -1.890 -0.916 -0.741
H 0.422 2.067 0.717
H -1.981 -0.730 1.017
O 3.211 0.100 -0.612
H 0.697 -1.760 -1.408
H 0.727 -1.875 0.442
H -0.049 0.595 1.670
C 0.788 0.169 -0.370
C -1.276 0.998 -0.029
H -1.449 1.684 -0.856
H -3.196 0.056 -0.018
C -2.134 -0.199 0.073
C 2.238 -0.211 0.062
*
```

For the orbital gap (alpha / beta), the calculation gives 8.2762 / 7.0307 eV. Its LUMO energy (alpha / beta) is 0.45 / -0.42 eV. Its highest occupied orbital energy (alpha / beta) is -0.28752 / -0.27397 hartree. The strongest force on any atom comes out at 0.036 hartree/bohr.



Entry 11:
Computed, not measured: one molecule with the formula C6H10O in a non-equilibrium geometry, with ωB97M-V/def2-TZVPD.

The geometry in ORCA input format:
```
! wB97M-V def2-TZVPD RIJCOSX def2/J DEFGRID3
* xyz 0 1
H -0.927 -1.191 1.404
C 1.861 -0.640 0.083
O -0.741 -1.771 -0.497
C 0.302 1.397 -0.342
H -2.740 0.327 -0.602
H 2.029 -1.522 0.711
C -1.207 1.612 -0.435
H 0.721 0.442 1.548
C -0.722 -0.712 0.438
H 0.759 2.302 0.094
H -0.658 -1.382 -1.377
H 1.789 -0.983 -0.956
H 0.719 1.333 -1.362
H 2.745 0.006 0.159
H -2.828 0.261 0.520
C -1.751 0.412 0.101
C 0.605 0.125 0.500
*
```

For the orbital gap, the calculation gives 8.8576 eV. Its LUMO energy is 0.69 eV. Its highest occupied orbital energy is -0.30015 hartree. The strongest force on any atom comes out at 0.044 hartree/bohr.



Entry 12:
Computed, not measured: a 2-piece molecular cluster, C6H10O overall, with ωB97M-V/def2-TZVPD.

The geometry in ORCA input format:
```
! wB97M-V def2-TZVPD RIJCOSX def2/J DEFGRID3
* xyz 0 1
H -0.472 -1.629 -2.343
H 1.030 1.214 0.949
C -0.054 1.366 0.952
H -0.248 2.423 0.733
C -0.240 0.519 -1.543
H 1.565 -0.560 3.037
H -0.963 0.904 -2.266
H -0.417 1.159 1.964
H -1.340 -1.680 0.380
H 1.547 -0.940 2.391
C 0.902 -1.494 0.215
C -0.751 0.489 -0.075
O 1.211 -1.401 -1.077
C -0.118 -1.009 -1.519
H -1.827 0.689 -0.056
C -0.548 -1.064 -0.047
H 0.723 1.016 -1.696
*
```

For the orbital gap, the calculation gives 9.3340 eV. Its LUMO energy is 0.86 eV. Its highest occupied orbital energy is -0.31137 hartree. The strongest force on any atom comes out at 0.006 hartree/bohr.



Entry 13:
Computed, not measured: one molecule with the formula C6H10O, with ωB97M-V/def2-TZVPD.

The geometry in ORCA input format:
```
! wB97M-V def2-TZVPD RIJCOSX def2/J DEFGRID3
* xyz 0 1
H 2.031 -1.481 -1.249
C -1.302 1.008 -0.412
H -2.970 -0.324 0.146
H 3.150 -1.142 0.898
H -1.566 -0.428 1.210
C 2.066 -0.906 0.841
O 1.461 -0.607 1.845
H 0.412 2.271 -0.455
C 1.406 -0.959 -0.517
C 0.823 0.301 -1.081
C -1.874 -0.300 0.164
H 0.409 1.165 0.959
H 0.503 -1.582 -0.379
H -1.835 1.856 0.029
H -1.366 1.086 -1.504
C 0.210 1.245 -0.118
H -1.558 -1.202 -0.375
*
```

For the orbital gap, the calculation gives 8.1638 eV. Its LUMO energy is -0.07 eV. Its highest occupied orbital energy is -0.30258 hartree. The strongest force on any atom comes out at 0.014 hartree/bohr.



Entry 14:
Computed, not measured: one molecule with the formula C6H10O in a non-equilibrium geometry, with ωB97M-V/def2-TZVPD.

The geometry in ORCA input format:
```
! wB97M-V def2-TZVPD RIJCOSX def2/J DEFGRID3
* xyz 0 1
C 1.933 0.569 -0.237
H 2.366 0.710 -1.234
H -0.003 -1.794 1.304
H -3.139 -0.502 0.271
O -2.406 -1.054 0.566
H 1.564 1.543 0.109
H -1.092 1.222 -1.238
C 0.038 -0.728 1.073
H 1.221 -1.418 -0.674
C -1.224 1.085 -0.135
C 0.842 -0.490 -0.242
C -0.472 -0.173 -0.885
H -0.885 -0.520 -1.832
C -1.261 -0.304 0.354
H -0.564 1.758 0.400
H 0.346 -0.166 1.959
H 2.736 0.264 0.441
*
```

For the orbital gap, the calculation gives 9.9412 eV. The SMILES is C[C@H]1C[C@@]2(O)C[C@@H]12. Its LUMO energy is 1.04 eV. Its highest occupied orbital energy is -0.32696 hartree. The strongest force on any atom comes out at 0.042 hartree/bohr.



Entry 15:
Computed, not measured: C6H10O as an isolated structure, with ωB97M-V/def2-TZVPD.

The geometry in ORCA input format:
```
! wB97M-V def2-TZVPD RIJCOSX def2/J DEFGRID3
* xyz 0 1
C -1.137 1.721 -0.533
H 2.046 -1.543 0.710
H -3.333 0.205 0.335
C 1.892 -0.665 0.075
H 0.868 2.311 0.161
C 0.418 1.443 -0.326
C -0.678 -0.653 0.431
O -0.746 -1.713 -0.487
H 2.786 -0.035 0.127
C -1.319 0.599 0.018
H -3.287 -0.154 -0.318
H -0.986 -1.071 1.391
H 0.785 0.433 1.564
H -0.616 -1.351 -1.374
H 0.842 1.358 -1.333
H 1.784 -1.014 -0.957
C 0.680 0.131 0.516
*
```

For the orbital gap, the calculation gives 10.0273 eV. Its LUMO energy is 0.71 eV. Its highest occupied orbital energy is -0.34244 hartree. The strongest force on any atom comes out at 0.010 hartree/bohr.



Number 1: electronic energy -309.77429 a.u.. Number 2: electronic energy -309.78557 a.u.. Number 3: electronic energy -309.74690 a.u.. Number 4: electronic energy -309.64258 a.u.. Number 5: electronic energy -309.69571 a.u.. Number 6: electronic energy -309.72295 a.u.. Number 7: electronic energy -309.72875 a.u.. Number 8: electronic energy -309.78581 a.u.. Number 9: electronic energy -309.77082 a.u.. Number 10: electronic energy -309.68826 a.u.. Number 11: electronic energy -309.67625 a.u.. Number 12: electronic energy -309.67146 a.u.. Number 13: electronic energy -309.70487 a.u.. Number 14: electronic energy -309.71983 a.u.. Number 15: electronic energy -309.64764 a.u..